No. 1
This record from OMol25 describes a molecular structure, C22H26F2IrN3Si2 in a non-equilibrium geometry. The level of theory is the ωB97M-V functional and the def2-TZVPD basis.

Geometry as ORCA input:
```
! wB97M-V def2-TZVPD RIJCOSX def2/J DEFGRID3
* xyz 0 1
Ir -0.035 -0.033 -0.149
C -3.444 0.851 1.384
Si -2.282 -0.482 0.600
C -3.359 -1.134 -0.880
C -2.145 -1.873 1.923
C -3.274 -2.365 2.563
C -3.171 -3.364 3.515
C -1.929 -3.884 3.841
C -0.798 -3.393 3.212
C -0.894 -2.390 2.258
Si 0.700 -1.711 1.426
C 1.888 -1.126 2.828
C 1.619 -3.168 0.549
H -4.475 0.505 1.326
H -3.377 1.790 0.847
H -3.224 1.037 2.431
H -4.337 -1.397 -0.489
H -2.958 -2.009 -1.383
H -3.503 -0.352 -1.619
H -4.248 -1.963 2.321
H -4.058 -3.741 4.006
H -1.843 -4.668 4.582
H 0.171 -3.796 3.471
H 2.170 -1.964 3.459
H 1.436 -0.370 3.461
H 2.796 -0.703 2.410
H 1.893 -3.913 1.289
H 2.530 -2.822 0.070
H 1.012 -3.662 -0.204
C 4.346 -1.072 -3.447
C 3.038 -1.506 -3.271
C 2.262 -0.984 -2.260
C 2.784 -0.009 -1.395
C 4.109 0.427 -1.589
C 4.873 -0.102 -2.602
N 2.017 0.491 -0.387
N 2.544 1.421 0.360
C 1.824 1.979 1.321
C 2.408 2.998 2.113
C 1.694 3.528 3.151
C 0.402 3.047 3.408
C -0.127 2.092 2.565
N 0.545 1.576 1.548
H 4.947 -1.482 -4.243
H 2.624 -2.256 -3.930
H 1.236 -1.318 -2.124
H 4.497 1.182 -0.925
H 5.888 0.242 -2.740
H 3.401 3.330 1.862
H 2.111 4.309 3.768
H -0.169 3.414 4.244
H -1.126 1.703 2.704
F 0.332 2.503 -1.598
C -0.635 1.547 -1.425
F -1.755 2.261 -1.067
H -0.849 1.157 -2.442
*
```

Results
Kohn-Sham gap (spin up / spin down): 5.45 / 5.44 eV
ΔE to the lowest compared entry with this formula, charge and spin: 40.32 kcal per mole
Molar mass: 618.9 u
HOMO level (spin up / spin down): -0.27398 / -0.27369 Ha


No. 2
This record from OMol25 describes C22H26FN3O2 in the gas phase. The level of theory is the ωB97M-V functional and the def2-TZVPD basis.

Geometry as ORCA input:
```
! wB97M-V def2-TZVPD RIJCOSX def2/J DEFGRID3
* xyz 0 1
C 4.530 3.259 2.123
C 3.672 2.657 1.051
C 3.652 1.290 0.836
C 2.857 0.740 -0.167
C 2.075 1.570 -0.958
C 2.084 2.943 -0.751
C 2.882 3.474 0.252
H 2.893 4.542 0.415
C 1.221 3.835 -1.591
H 0.279 4.031 -1.078
H 1.710 4.790 -1.769
H 0.996 3.368 -2.546
H 1.467 1.146 -1.740
N 2.880 -0.654 -0.317
C 2.209 -1.436 -1.206
O 1.490 -1.011 -2.087
C 2.423 -2.938 -0.970
N 1.375 -3.629 -0.245
C 1.026 -3.094 1.053
C 0.019 -1.935 1.011
H -0.253 -1.651 2.029
C -1.232 -2.356 0.235
N -2.141 -1.237 0.100
C -3.367 -1.203 0.662
O -3.809 -2.103 1.351
C -4.152 0.045 0.394
C -4.009 0.790 -0.771
C -4.792 1.916 -0.937
C -5.710 2.329 0.012
C -5.854 1.572 1.162
C -5.086 0.437 1.349
H -5.196 -0.170 2.234
H -6.571 1.870 1.912
H -6.298 3.216 -0.162
F -4.653 2.639 -2.070
H -3.332 0.503 -1.561
H -1.799 -0.443 -0.418
C -0.840 -2.891 -1.143
C 0.195 -4.011 -0.991
H 0.504 -4.370 -1.974
H -0.262 -4.848 -0.450
H -1.722 -3.275 -1.657
H -0.415 -2.084 -1.742
H -1.776 -3.124 0.796
H 0.460 -1.063 0.524
H 1.939 -2.784 1.567
H 0.581 -3.917 1.624
H 3.361 -3.097 -0.423
H 2.513 -3.414 -1.949
H 3.471 -1.128 0.352
H 4.261 0.640 1.450
H 3.923 3.844 2.811
H 5.270 3.926 1.682
H 5.051 2.489 2.687
*
```

Results
Kohn-Sham gap: 9.01 eV
ΔE to the lowest compared entry with this formula, charge and spin: 7.68 kcal per mole
SMILES string: Cc1cc(C)cc(NC(=O)CN2CCC(NC(=O)c3cccc(F)c3)CC2)c1
Molar mass: 383.5 u
HOMO level: -0.31052 Ha


No. 3
This record from OMol25 describes C22H26FN3O2 in the gas phase. The level of theory is the ωB97M-V functional and the def2-TZVPD basis.

Geometry as ORCA input:
```
! wB97M-V def2-TZVPD RIJCOSX def2/J DEFGRID3
* xyz 0 1
O 2.043 0.002 3.049
C 1.408 -0.652 1.977
H 0.582 -1.265 2.357
H 2.160 -1.332 1.567
C 0.900 0.268 0.843
C 0.064 -0.579 -0.137
C -1.311 -0.974 0.416
N -2.094 0.144 0.917
C -2.669 0.962 -0.140
C -3.740 0.196 -0.836
N -3.967 0.193 -2.115
C -5.048 -0.632 -2.301
C -5.715 -0.995 -3.466
C -6.784 -1.859 -3.355
C -7.171 -2.346 -2.108
C -6.539 -2.014 -0.927
C -5.468 -1.144 -1.047
N -4.615 -0.589 -0.134
H -4.580 -0.746 0.859
H -6.872 -2.413 0.017
F -8.225 -3.191 -2.054
H -7.338 -2.174 -4.225
H -5.401 -0.607 -4.420
H -3.118 1.847 0.326
H -1.952 1.307 -0.897
C -1.332 0.892 1.899
C 0.015 1.405 1.378
H 0.528 1.951 2.172
H -0.168 2.113 0.566
H -1.940 1.734 2.240
H -1.178 0.226 2.754
H -1.883 -1.468 -0.372
H -1.200 -1.684 1.241
H 0.613 -1.485 -0.401
H -0.084 -0.007 -1.055
C 2.095 0.845 0.058
C 2.969 1.843 0.828
H 2.446 2.796 0.947
O 4.131 2.174 0.095
C 5.173 1.296 0.058
C 5.271 0.123 0.800
C 6.399 -0.673 0.682
C 7.432 -0.322 -0.165
C 7.338 0.848 -0.903
C 6.221 1.650 -0.795
H 6.132 2.564 -1.360
H 8.139 1.136 -1.567
H 8.305 -0.951 -0.250
H 6.463 -1.580 1.266
H 4.489 -0.178 1.478
H 3.229 1.459 1.819
H 2.728 0.018 -0.271
H 1.728 1.347 -0.841
H 1.390 0.521 3.530
*
```

Results
Kohn-Sham gap: 8.78 eV
ΔE to the lowest compared entry with this formula, charge and spin: 35.48 kcal per mole
SMILES string: OCC1(CCOc2ccccc2)CCN(Cc2nc3ccc(F)cc3[nH]2)CC1
Molar mass: 383.5 u
HOMO level: -0.30777 Ha